1.
# C19H15MnN5O4SSe

C19H15MnN5O4SSe as an isolated structure in a non-equilibrium geometry (the ωB97M-V functional and the def2-TZVPD basis, OMol25).

Atoms and positions in Å:
Mn (-0.60712, 1.30008, 0.81470)
Se (5.82603, -1.28623, 4.00794)
N (5.50992, -0.11302, 2.71290)
C (4.21498, -0.06860, 2.54146)
C (3.56610, 0.78751, 1.55259)
C (4.27110, 1.57867, 0.64136)
C (3.56234, 2.32476, -0.27455)
C (2.17168, 2.29784, -0.24228)
N (1.47959, 1.56414, 0.62940)
C (2.17838, 0.78851, 1.49784)
C (1.39092, -0.11255, 2.34197)
N (0.05929, -0.10235, 2.12794)
C (-0.72275, -0.92823, 2.81735)
C (-0.20488, -1.80298, 3.76680)
C (1.15592, -1.82134, 3.99621)
C (1.98239, -0.96353, 3.26630)
C (3.43461, -0.92776, 3.39319)
N (4.10526, -1.65882, 4.24388)
H (5.35250, 1.57588, 0.66108)
H (4.05804, 2.92413, -1.02467)
H (1.60466, 2.88076, -0.95462)
H (-1.77583, -0.88304, 2.57773)
H (-0.87248, -2.45982, 4.30446)
H (1.59943, -2.49118, 4.72071)
C (-3.56128, 1.23956, 0.97821)
O (-2.28482, 0.67756, 0.80770)
H (-4.01143, 0.89088, 1.91158)
H (-4.21197, 0.94483, 0.15140)
H (-3.54454, 2.33614, 1.02633)
N (-1.18955, 3.11371, -0.03424)
C (-0.69718, 3.09153, -1.40301)
C (-0.10504, 4.21710, -1.95429)
C (0.59089, 4.09912, -3.14750)
C (0.68620, 2.85770, -3.75901)
C (0.00384, 1.75693, -3.25988)
C (-0.69797, 1.87330, -2.07081)
S (1.83923, 2.63509, -5.08726)
O (1.31566, 1.57448, -5.92019)
O (1.96694, 3.91791, -5.74338)
O (3.07100, 2.24089, -4.40592)
H (-2.20235, 3.22302, -0.00184)
H (-0.79357, 3.91950, 0.44583)
H (-0.14843, 5.16798, -1.43675)
H (1.08961, 4.95063, -3.59077)
H (0.05189, 0.81405, -3.78786)
H (-1.23312, 1.02175, -1.66010)

Cartesian forces (eV/Å) of the 3 atoms listed first:
-0.28 0.20 -0.70
-0.09 0.03 -0.05
-0.03 -0.03 0.03

Results
**Charge**: +1
**2S+1**: 5
**Relative energy (zero: lowest compared OMol25 entry of this formula, charge and spin)**: 0.00 kJ/mol
**HOMO-LUMO gap (spin up / spin down)**: 0.1350 / 0.1561 Eh

In elementary charge units, the natural (NBO) charges are: Mn 1.683; Se 1.046; N -0.598; C 0.177; C -0.085; C -0.058; C -0.210; C 0.110; N -0.571; C 0.153; C 0.261; N -0.571; C 0.099; C -0.231; C -0.057; C -0.082; C 0.081; N -0.582; H 0.264; H 0.278; H 0.254; H 0.243; H 0.258; H 0.263; C -0.254; O -0.748; H 0.201; H 0.216; H 0.153; N -0.847; C 0.031; C -0.248; C -0.164; C -0.270; C -0.175; C -0.244; S 2.410; O -0.991; O -0.990; O -1.013; H 0.418; H 0.417; H 0.225; H 0.275; H 0.270; H 0.201


2.
# C4H6N3S2

An isolated ion of composition C4H6N3S2 and charge -1 in a non-equilibrium geometry (the ωB97M-V functional and the def2-TZVPD basis, OMol25).

Atoms and positions in Å:
C (1.03274, -0.52060, 0.36427)
C (-0.84912, 0.49492, -0.12438)
C (2.27447, -1.29501, 0.31348)
C (-2.12860, 0.95873, -0.72288)
N (0.75084, 0.25723, 1.41115)
N (0.14169, -0.28324, -0.64656)
N (-0.40271, 0.82523, 1.17486)
S (0.27068, -0.89104, -2.26051)
S (-1.34265, 1.61631, 2.27160)
H (3.04543, -0.58856, 0.48630)
H (2.34889, -2.20188, 0.94638)
H (2.43928, -1.77632, -0.72476)
H (-2.91594, 0.19941, -0.75646)
H (-2.66102, 1.58216, -0.01999)
H (-2.00398, 1.62263, -1.71249)

Cartesian forces (eV/Å) of the 3 atoms listed first:
-0.65 1.69 0.52
1.50 0.51 1.74
0.29 -2.25 -2.41

Results
**Charge**: -1
**2S+1**: 1
**SMILES**: Cc1n[n+]([S-])c(C)n1[S-]
**Relative energy (zero: lowest compared OMol25 entry of this formula, charge and spin)**: 22.15 kJ/mol
**HOMO-LUMO gap**: 0.2531 Eh

In elementary charge units, the natural (NBO) charges are: C 0.296; C 0.328; C -0.665; C -0.684; N -0.272; N -0.413; N -0.253; S -0.405; S -0.365; H 0.227; H 0.222; H 0.251; H 0.233; H 0.266; H 0.234


3.
# C10H16Br2Cl12O

A 6-piece molecular cluster, C10H16Br2Cl12O overall in a non-equilibrium geometry (the ωB97M-V functional and the def2-TZVPD basis, OMol25).

Atoms and positions in Å:
C (3.50807, 0.93471, 2.02145)
Cl (2.62918, -0.29820, 3.02416)
Cl (5.16921, 0.54859, 1.88191)
Cl (3.25129, 2.62714, 2.56058)
H (3.11008, 0.76837, 1.02044)
C (-4.30845, -1.80575, -2.22866)
Cl (-5.49728, -1.39511, -0.92102)
Cl (-5.03511, -1.38216, -3.81012)
Cl (-3.72116, -3.44128, -2.12677)
H (-3.42787, -1.18235, -2.07357)
C (0.73153, 5.77707, 1.58707)
Cl (0.20293, 7.37204, 2.35076)
Cl (0.43797, 5.77813, -0.19056)
Cl (-0.03956, 4.36318, 2.46634)
H (1.82060, 5.78826, 1.63063)
C (3.70718, 4.51637, -2.60713)
Cl (5.09174, 3.57797, -3.24713)
Cl (4.36762, 5.41685, -1.23324)
Cl (2.41638, 3.40910, -2.17423)
H (3.39311, 5.22249, -3.37580)
C (-0.93666, -5.64202, 0.44961)
C (-0.55213, -4.32099, -0.16710)
C (-0.31304, -3.55942, 1.16866)
O (-1.08797, -4.21925, 2.16975)
C (-1.82537, -5.28145, 1.58296)
H (-0.06044, -6.18278, 0.80727)
H (-1.42512, -6.33168, -0.23877)
H (-1.45554, -3.86773, -0.57515)
H (0.29161, -4.36263, -0.85592)
H (-0.67325, -2.53319, 1.09652)
H (0.73469, -3.46378, 1.45363)
H (-2.74866, -4.81296, 1.24213)
H (-2.14052, -6.10953, 2.21784)
Br (-2.62865, 2.53115, -1.49511)
C (-0.64405, 2.24210, -1.20580)
C (-0.45786, 1.44058, 0.02152)
Br (-1.10333, -0.36706, -0.43674)
H (-0.28534, 3.23826, -0.94680)
H (-0.17702, 1.86885, -2.11721)
H (-0.90150, 1.80791, 0.94692)
H (0.58274, 1.33010, 0.32655)

Cartesian forces (eV/Å) of the 3 atoms listed first:
-1.19 -0.42 -0.19
0.36 0.87 -0.20
1.14 -0.12 0.23

Results
**2S+1**: 1
**SMILES**: ClC(Cl)Cl.ClC(Cl)Cl.ClC(Cl)Cl.ClC(Cl)Cl.C1CCOC1.BrCCBr
**Relative energy (zero: lowest compared OMol25 entry of this formula, charge and spin)**: 121.15 kJ/mol
**HOMO-LUMO gap**: 0.3347 Eh

In elementary charge units, the natural (NBO) charges are: C -0.284; Cl -0.004; Cl 0.060; Cl 0.006; H 0.223; C -0.274; Cl -0.006; Cl 0.009; Cl 0.035; H 0.236; C -0.228; Cl -0.007; Cl 0.004; Cl 0.006; H 0.230; C -0.275; Cl 0.003; Cl 0.017; Cl 0.021; H 0.237; C -0.426; C -0.439; C -0.074; O -0.539; C -0.067; H 0.204; H 0.207; H 0.203; H 0.222; H 0.181; H 0.170; H 0.156; H 0.194; Br -0.038; C -0.427; C -0.439; Br -0.038; H 0.236; H 0.235; H 0.245; H 0.224


4.
# C34H73N3O

A 5-piece molecular cluster, C34H73N3O overall in a non-equilibrium geometry (the ωB97M-V functional and the def2-TZVPD basis, OMol25).

Atoms and positions in Å:
C (-4.37021, -4.23518, -0.33820)
C (-3.35775, -3.11086, -0.75911)
C (-3.44867, -1.82804, 0.11898)
C (-3.35859, -2.31428, 1.57890)
N (-3.19336, -2.63861, 2.64026)
C (-2.26427, -0.78933, -0.06897)
N (-1.23771, -1.14204, -1.04349)
C (-1.60832, -0.86357, -2.44528)
C (-4.88666, -1.18299, -0.00550)
C (-4.98863, 0.12985, 0.76419)
N (-4.85129, 1.21688, 1.01153)
C (-5.41863, -1.02640, -1.45985)
O (-6.80664, -0.64339, -1.35613)
C (-7.64176, -1.79323, -1.26472)
H (-5.41972, -3.89227, -0.34383)
H (-4.07215, -4.68418, 0.63078)
H (-4.27947, -5.05833, -1.08018)
H (-3.48279, -2.87481, -1.83691)
H (-2.35515, -3.58542, -0.68594)
H (-1.74954, -0.67031, 0.91011)
H (-2.61360, 0.23237, -0.33254)
H (-0.86096, -2.07178, -0.91026)
H (-2.59657, -0.36008, -2.50911)
H (-0.84958, -0.16489, -2.86292)
H (-1.58358, -1.80090, -3.03759)
H (-5.56619, -1.87824, 0.53361)
H (-4.92482, -0.17214, -1.96299)
H (-5.40694, -1.96075, -2.05080)
H (-7.81768, -2.25176, -2.26114)
H (-8.63453, -1.46177, -0.89259)
H (-7.27619, -2.55149, -0.54222)
C (-1.95944, 3.46073, -1.90907)
C (-0.56043, 3.01965, -1.49052)
C (-0.39273, 2.90086, 0.02377)
C (-0.57811, 4.20268, 0.80530)
C (0.34965, 5.34477, 0.39183)
C (1.82576, 5.03176, 0.61215)
H (-2.19967, 4.45602, -1.53149)
H (-2.03514, 3.49513, -2.99843)
H (-2.71491, 2.76133, -1.54116)
H (0.18167, 3.70777, -1.90556)
H (-0.35563, 2.04156, -1.93808)
H (0.59811, 2.48653, 0.23471)
H (-1.11078, 2.16503, 0.40301)
H (-0.42833, 3.99103, 1.86953)
H (-1.61484, 4.53990, 0.71168)
H (0.09053, 6.23025, 0.97981)
H (0.18328, 5.61356, -0.65509)
H (2.02206, 4.80166, 1.66201)
H (2.44047, 5.89104, 0.33601)
H (2.15397, 4.18438, 0.00705)
C (-3.16591, 0.49704, -6.01943)
C (-2.30697, -0.52463, -6.75675)
C (-0.81028, -0.35538, -6.49591)
C (-0.21661, 0.97710, -6.95790)
C (-0.40026, 1.28924, -8.44286)
C (0.28758, 0.28369, -9.35985)
H (-2.94836, 1.51657, -6.34229)
H (-4.22423, 0.30915, -6.21235)
H (-3.00376, 0.43434, -4.94036)
H (-2.51701, -0.47580, -7.82879)
H (-2.60295, -1.52718, -6.43219)
H (-0.27452, -1.17961, -6.97668)
H (-0.62246, -0.46340, -5.42205)
H (0.85341, 0.97782, -6.72473)
H (-0.65021, 1.79271, -6.37084)
H (0.01565, 2.28141, -8.64097)
H (-1.46308, 1.34773, -8.69330)
H (1.35981, 0.24062, -9.15514)
H (0.15652, 0.57270, -10.40450)
H (-0.12576, -0.71982, -9.24187)
C (0.49715, 0.23996, 2.90396)
C (-0.18608, -0.51604, 4.03599)
C (0.16504, 0.02066, 5.42321)
C (1.64429, -0.07666, 5.80510)
C (2.23646, -1.48462, 5.76688)
C (1.57719, -2.44151, 6.75407)
H (1.58484, 0.15575, 2.95746)
H (0.18263, -0.16383, 1.93849)
H (0.23055, 1.29967, 2.92870)
H (0.05681, -1.58007, 3.96404)
H (-1.26858, -0.43894, 3.89834)
H (-0.43917, -0.50705, 6.16723)
H (-0.13797, 1.07151, 5.48338)
H (1.76776, 0.33147, 6.81407)
H (2.23342, 0.57042, 5.14705)
H (3.30223, -1.41824, 6.00692)
H (2.17623, -1.89981, 4.75674)
H (1.66435, -2.06653, 7.77657)
H (2.06029, -3.42000, 6.71292)
H (0.51893, -2.58747, 6.52991)
C (8.84606, -0.37750, 4.72016)
C (7.35083, -0.20902, 4.96809)
C (6.54269, -1.47144, 4.66900)
C (6.58887, -1.94350, 3.21420)
C (6.12003, -0.91631, 2.18410)
C (4.65991, -0.51365, 2.35761)
H (9.06012, -0.59411, 3.67191)
H (9.37841, 0.53925, 4.98170)
H (9.25250, -1.18769, 5.32979)
H (6.97396, 0.63430, 4.38244)
H (7.20045, 0.05644, 6.01877)
H (5.50274, -1.30089, 4.96385)
H (6.90452, -2.28430, 5.30771)
H (5.97218, -2.84417, 3.12354)
H (7.60799, -2.25343, 2.96316)
H (6.24616, -1.34589, 1.18575)
H (6.75318, -0.02537, 2.21562)
H (4.00479, -1.38551, 2.28686)
H (4.36742, 0.19156, 1.57672)
H (4.48667, -0.02942, 3.32123)

Cartesian forces (eV/Å) of the 3 atoms listed first:
0.67 -0.08 -0.62
-0.16 -0.75 -0.10
-0.34 -0.23 1.41

Results
**2S+1**: 1
**SMILES**: CC[C@@](C#N)(CNC)[C@@H](C#N)COC.CCCCCC.CCCCCC.CCCCCC.CCCCCC
**HOMO-LUMO gap**: 0.3534 Eh

Atom charges from the Löwdin analysis, given in e for atoms 1 to 99: C -0.074; C -0.190; C -0.326; C -0.195; N 0.190; C -0.165; N -0.108; C -0.123; C -0.209; C -0.163; N 0.185; C -0.154; O -0.189; C -0.107; H 0.057; H 0.082; H 0.084; H 0.103; H 0.121; H 0.105; H 0.109; H 0.095; H 0.069; H 0.065; H 0.082; H 0.128; H 0.135; H 0.123; H 0.097; H 0.100; H 0.076; C -0.103; C -0.262; C -0.230; C -0.223; C -0.270; C -0.113; H 0.068; H 0.066; H 0.063; H 0.100; H 0.087; H 0.101; H 0.096; H 0.106; H 0.104; H 0.104; H 0.098; H 0.074; H 0.068; H 0.065; C -0.104; C -0.266; C -0.227; C -0.227; C -0.271; C -0.113; H 0.068; H 0.071; H 0.056; H 0.099; H 0.102; H 0.102; H 0.092; H 0.110; H 0.100; H 0.105; H 0.098; H 0.075; H 0.069; H 0.065; C -0.101; C -0.267; C -0.224; C -0.226; C -0.274; C -0.110; H 0.056; H 0.053; H 0.073; H 0.100; H 0.097; H 0.102; H 0.110; H 0.110; H 0.096; H 0.090; H 0.097; H 0.075; H 0.069; H 0.067; C -0.114; C -0.270; C -0.227; C -0.227; C -0.269; C -0.117; H 0.065; H 0.069


What is the 2S+1 in the second record?
1


Which formula does entry 4 have?
C34H73N3O


Among the records above, which one has the highest 2S+1?
C19H15MnN5O4SSe